Computed, not measured: a 3-piece molecular cluster, C21H38F5N5O5S overall, with the ωB97M-V functional and the def2-TZVPD basis.

**SMILES**: CCCC[C@@](N)(C#N)[C@](C#N)(C[C@@H]1CO1)S(=O)(=O)C(F)(F)C(F)(F)F.COC[C@@H](C)N.COC[C@@H](C)N
**Kohn-Sham gap**: 9.27 eV

Atoms and positions in Å:
C1 2.531 1.491 2.358
C2 3.334 0.381 1.688
C3 2.968 0.135 0.213
C4 1.773 -0.824 0.124
C5 0.767 -0.610 -1.076
N1 1.285 0.174 -2.179
C6 0.541 -1.953 -1.642
N2 0.302 -2.983 -2.071
C7 -0.592 0.038 -0.598
C8 -1.366 0.344 -1.793
N3 -1.939 0.582 -2.743
C9 -0.266 1.343 0.172
C10 -1.188 2.497 -0.178
C11 -1.498 3.436 0.906
O1 -2.441 2.491 0.427
S1 -1.546 -1.216 0.354
O2 -0.679 -1.999 1.183
O3 -2.346 -1.927 -0.586
C12 -2.763 -0.403 1.504
F1 -3.771 0.075 0.755
F2 -2.228 0.573 2.256
C13 -3.356 -1.474 2.485
F3 -3.673 -2.610 1.868
F4 -4.465 -0.946 3.030
F5 -2.472 -1.715 3.466
H1 2.422 2.365 1.719
H2 3.066 1.825 3.245
H3 1.559 1.154 2.708
H4 3.146 -0.542 2.234
H5 4.395 0.583 1.800
H6 3.852 -0.271 -0.269
H7 2.781 1.111 -0.230
H8 2.185 -1.820 -0.002
H9 1.258 -0.836 1.077
H10 1.361 1.155 -1.956
H11 2.169 -0.195 -2.494
H12 0.714 1.728 -0.091
H13 -0.317 1.219 1.246
H14 -1.100 2.894 -1.181
H15 -1.754 4.452 0.658
H16 -1.018 3.152 1.831
C14 6.551 -5.255 1.237
C15 5.333 -4.630 1.908
C16 4.540 -3.686 0.994
O4 5.130 -2.411 0.803
C17 6.135 -2.355 -0.193
N4 5.758 -3.975 3.149
H17 7.374 -4.547 1.143
H18 6.916 -6.093 1.830
H19 6.305 -5.630 0.241
H20 4.655 -5.445 2.178
H21 3.575 -3.490 1.469
H22 4.329 -4.156 0.024
H23 5.916 -3.031 -1.024
H24 7.120 -2.586 0.219
H25 6.165 -1.333 -0.572
H26 4.940 -3.653 3.657
H27 6.249 -3.122 2.897
C18 -5.153 1.605 -2.674
C19 -4.978 2.736 -1.663
C20 -6.276 3.495 -1.357
O5 -6.679 4.412 -2.357
C21 -7.397 3.851 -3.439
N5 -3.911 3.638 -2.116
H28 -5.258 1.971 -3.696
H29 -4.284 0.954 -2.655
H30 -6.032 1.002 -2.434
H31 -4.648 2.285 -0.724
H32 -6.111 4.102 -0.461
H33 -7.093 2.800 -1.127
H34 -8.035 3.026 -3.112
H35 -6.726 3.503 -4.228
H36 -8.028 4.636 -3.856
H37 -3.736 4.324 -1.387
H38 -4.278 4.184 -2.891

Computed, not measured: an isolated ion of composition C12H19N2S and charge +1, with the ωB97M-V functional and the def2-TZVPD basis.

**SMILES**: CS[C@]1([C@H]2C[C@@H]3CC[C@H]2[NH2+]3)CC=CC=N1
**Kohn-Sham gap**: 9.02 eV
**Energy above the lowest of the compared OMol25 structures with the same formula, charge and spin**: 330.1 kJ/mol
**Total charge**: +1

Atoms and positions in Å:
C1 -3.125 1.716 -0.221
C2 -2.721 1.437 0.984
C3 -2.587 0.923 -1.315
C4 -1.867 0.358 1.338
C5 3.290 0.785 0.177
C6 2.549 1.000 -1.114
C7 1.219 0.128 1.310
C8 0.370 0.537 0.074
C9 2.639 -0.355 0.820
C10 1.394 -0.004 -0.970
C11 -0.904 -0.215 -0.057
C12 -2.360 -2.610 -0.456
N1 -1.612 0.101 -1.221
N2 2.172 -1.077 -0.365
S1 -0.756 -2.091 -0.034
H1 -3.787 2.506 -0.594
H2 -3.259 1.847 1.763
H3 -3.000 1.014 -2.304
H4 -1.126 0.606 2.031
H5 -2.375 -0.605 1.670
H6 4.294 0.839 -0.106
H7 3.189 1.668 0.885
H8 2.236 1.941 -1.319
H9 3.230 0.677 -1.948
H10 1.423 0.872 2.025
H11 0.778 -0.724 1.759
H12 0.036 1.558 -0.136
H13 3.165 -0.988 1.527
H14 0.973 -0.363 -1.920
H15 -2.747 -2.225 -1.369
H16 -2.954 -2.294 0.419
H17 -2.350 -3.751 -0.361
H18 2.967 -1.324 -0.940
H19 1.605 -1.888 -0.030

Computed, not measured: a 12-piece molecular cluster, C5H36N2O12 overall, with the ωB97M-V functional and the def2-TZVPD basis.

**Multiplicity**: 2
**Kohn-Sham gap (alpha / beta)**: 9.73 / 4.89 eV
**Energy above the lowest of the compared OMol25 structures with the same formula, charge and spin**: 241.2 kJ/mol
**Total charge**: +1

Atoms and positions in Å:
N1 -0.244 -1.375 -3.047
C1 -0.015 -1.006 -1.563
C2 1.125 0.068 -1.437
C3 0.815 1.088 -0.339
O1 1.664 2.188 -0.626
C4 0.369 -2.287 -0.785
N2 0.102 -2.035 0.645
C5 0.837 -3.063 1.507
H1 -0.047 -0.483 -3.550
H2 0.285 -2.134 -3.460
H3 -0.949 -0.478 -1.405
H4 2.071 -0.416 -1.192
H5 1.285 0.743 -2.336
H6 -0.252 1.464 -0.367
H7 0.906 0.531 0.637
H8 2.479 2.274 -0.067
H9 1.516 -2.356 -0.976
H10 -0.213 -3.188 -1.306
H11 -0.809 -1.775 0.936
H12 1.235 -3.714 0.708
H13 1.531 -2.440 2.103
H14 0.184 -3.503 2.340
H15 -2.519 -1.773 0.654
H16 -3.269 -1.346 -0.492
O2 -3.380 -1.672 0.386
H17 0.796 0.823 3.774
H18 0.832 1.996 2.792
O3 1.340 1.347 3.205
H19 3.503 -0.229 0.346
H20 4.018 0.734 -0.715
O4 3.827 -0.109 -0.568
H21 0.428 4.357 -0.695
H22 -1.052 4.264 -0.658
O5 -0.278 4.693 -0.291
H23 -1.772 3.086 1.602
H24 -0.445 3.715 1.244
O6 -0.783 2.974 1.764
H25 -3.007 1.483 -0.338
H26 -2.688 2.294 -1.776
O7 -2.251 1.794 -1.036
H27 3.584 -1.529 -1.625
H28 3.324 -2.977 -2.067
O8 3.360 -2.082 -2.356
H29 -3.736 0.289 0.956
H30 -4.377 1.562 1.520
O9 -3.497 1.127 1.301
H31 2.773 0.247 2.633
H32 2.005 -0.783 1.711
O10 2.912 -0.521 1.937
H33 -2.331 -1.616 -2.414
H34 -3.191 -2.768 -2.199
O11 -3.233 -1.788 -2.271
H35 -2.418 -0.989 2.791
H36 -2.018 0.346 2.234
O12 -1.611 -0.533 2.452

Computed, not measured: a 7-piece molecular cluster, C43H38BF6O2S overall, with the ωB97M-V functional and the def2-TZVPD basis.

**Kohn-Sham gap**: 6.88 eV
**Total charge**: -1

Atoms and positions in Å:
C1 3.324 -0.107 3.254
C2 2.550 0.369 2.468
C3 1.555 1.009 1.608
C4 2.055 2.133 0.632
O1 1.748 3.385 1.171
B1 2.926 3.853 1.985
C5 2.618 3.718 3.561
C6 2.292 3.553 4.715
O2 4.038 2.921 1.587
C7 3.571 2.313 0.445
S1 4.462 0.826 -0.100
H1 3.843 -0.750 3.924
H2 1.101 0.217 1.016
H3 0.810 1.487 2.240
H4 1.569 1.944 -0.330
H5 3.178 5.002 1.637
H6 2.037 3.448 5.743
H7 3.642 3.042 -0.378
H8 5.713 1.305 -0.134
F1 -1.161 -0.212 0.829
C8 -1.948 -0.695 -0.144
C9 -2.601 0.189 -0.980
C10 -3.422 -0.319 -1.978
C11 -3.586 -1.691 -2.119
C12 -2.918 -2.559 -1.266
C13 -2.087 -2.064 -0.272
H9 -2.465 1.253 -0.845
H10 -3.935 0.359 -2.646
H11 -4.229 -2.084 -2.896
H12 -3.046 -3.629 -1.373
H13 -1.552 -2.721 0.401
F2 5.083 -2.356 4.394
C14 6.240 -2.348 5.080
C15 6.209 -2.541 6.447
C16 7.407 -2.535 7.146
C17 8.607 -2.329 6.479
C18 8.609 -2.133 5.104
C19 7.419 -2.144 4.392
H14 5.262 -2.691 6.946
H15 7.402 -2.688 8.217
H16 9.538 -2.320 7.029
H17 9.542 -1.965 4.582
H18 7.395 -1.994 3.322
F3 1.474 -1.168 -2.183
C20 2.305 -1.311 -3.232
C21 3.635 -0.967 -3.090
C22 4.475 -1.125 -4.184
C23 3.985 -1.607 -5.391
C24 2.643 -1.940 -5.507
C25 1.793 -1.798 -4.419
H19 4.005 -0.573 -2.146
H20 5.520 -0.862 -4.091
H21 4.648 -1.721 -6.239
H22 2.256 -2.310 -6.448
H23 0.745 -2.056 -4.486
F4 0.118 3.157 7.566
C26 -1.110 3.453 7.097
C27 -1.234 4.017 5.843
C28 -2.505 4.315 5.376
C29 -3.623 4.055 6.158
C30 -3.470 3.490 7.417
C31 -2.205 3.181 7.894
H24 -0.350 4.215 5.247
H25 -2.620 4.750 4.392
H26 -4.612 4.291 5.787
H27 -4.339 3.288 8.031
H28 -2.061 2.734 8.869
F5 -3.724 -3.895 -4.949
C32 -2.910 -4.040 -6.013
C33 -1.580 -3.698 -5.881
C34 -0.739 -3.855 -6.971
C35 -1.238 -4.334 -8.175
C36 -2.582 -4.665 -8.285
C37 -3.431 -4.523 -7.196
H29 -1.217 -3.320 -4.934
H30 0.308 -3.600 -6.880
H31 -0.580 -4.451 -9.026
H32 -2.974 -5.036 -9.223
H33 -4.479 -4.781 -7.258
F6 -5.504 1.409 -4.219
C38 -6.628 1.759 -3.563
C39 -7.352 0.780 -2.914
C40 -8.505 1.146 -2.235
C41 -8.919 2.471 -2.220
C42 -8.173 3.436 -2.884
C43 -7.015 3.084 -3.560
H34 -7.012 -0.247 -2.940
H35 -9.081 0.392 -1.714
H36 -9.819 2.751 -1.690
H37 -8.493 4.470 -2.874
H38 -6.414 3.820 -4.076

Computed, not measured: C14H27IN3O7Zn as an isolated structure, with the ωB97M-V functional and the def2-TZVPD basis.

**Kohn-Sham gap**: 3.30 eV
**Total charge**: +1

Atoms and positions in Å:
Zn1 -0.768 1.409 0.343
I1 -0.812 5.638 1.479
O1 -1.135 -2.281 -1.797
C1 -1.393 -3.350 -2.213
N1 -2.128 -4.231 -1.603
C2 -0.704 -3.833 -3.473
H1 -1.954 -5.205 -1.807
H2 -2.670 -4.008 -0.781
H3 -0.689 -3.007 -4.185
H4 -1.430 -4.427 -4.028
H5 0.260 -4.272 -3.218
O2 -3.934 0.797 3.502
C3 -5.035 0.887 3.968
N2 -5.661 -0.165 4.366
C4 -5.819 2.133 4.428
H6 -5.286 -1.101 4.319
H7 -6.632 0.004 4.587
H8 -6.472 1.897 5.268
H9 -6.436 2.507 3.610
H10 -5.066 2.907 4.572
O3 -4.703 1.988 -2.164
C5 -5.743 1.725 -2.684
N3 -5.800 1.060 -3.816
C6 -6.854 2.716 -2.491
H11 -5.006 0.546 -4.170
H12 -6.671 0.921 -4.310
H13 -6.417 3.591 -2.009
H14 -7.564 2.482 -1.698
H15 -7.578 2.973 -3.264
O4 2.519 -0.281 3.441
C7 3.575 -0.451 4.068
O5 4.564 0.441 4.449
C8 5.545 -0.165 5.168
C9 5.581 -1.521 4.476
C10 4.097 -1.827 4.376
H16 5.292 -0.292 6.221
H17 6.494 0.368 5.226
H18 6.094 -2.267 5.083
H19 6.210 -1.364 3.600
H20 3.722 -2.252 5.308
H21 3.953 -2.494 3.527
O6 2.943 1.428 -2.501
C11 4.045 1.133 -3.024
O7 4.692 0.038 -2.682
C12 5.932 -0.052 -3.524
C13 5.689 0.979 -4.662
C14 4.830 1.985 -3.884
H22 6.048 -1.024 -4.005
H23 6.866 0.270 -3.062
H24 5.145 0.458 -5.450
H25 6.603 1.381 -5.099
H26 4.323 2.600 -4.628
H27 5.337 2.610 -3.149

Computed, not measured: C4H5O2Tm as an isolated structure, with the ωB97M-V functional and the def2-TZVPD basis.

**Multiplicity**: 3
**Kohn-Sham gap (alpha / beta)**: 6.35 / 4.94 eV
**Energy above the lowest of the compared OMol25 structures with the same formula, charge and spin**: 0.0 kJ/mol

Atoms and positions in Å:
O1 -2.045 1.595 -0.210
C1 -1.713 0.560 -1.039
C2 -0.559 -0.138 -0.891
C3 0.382 -0.035 0.198
C4 1.540 -0.766 0.216
O2 2.432 -0.799 1.153
Tm1 3.244 -0.208 3.342
H1 -2.316 0.442 -1.945
H2 -2.516 1.008 0.474
H3 -0.325 -0.844 -1.694
H4 0.145 0.607 1.052
H5 1.729 -1.422 -0.655

Number 1: calculated total energy -64499.2062 eV. Number 2: calculated total energy -26558.6747 eV. Number 3: calculated total energy -33308.9913 eV. Number 4: calculated total energy -77117.5467 eV. Number 5: calculated total energy -90265.7793 eV. Number 6: calculated total energy -37849.1650 eV.